No. 1
{"formula": "C13H13NO", "method": "the ωB97M-V functional and the def2-TZVPD basis", "species": ["C", "C", "C", "C", "C", "C", "C", "C", "C", "C", "C", "C", "C", "N", "O", "H", "H", "H", "H", "H", "H", "H", "H", "H", "H", "H", "H", "H"], "positions_angstrom": [[-1.49241, -2.17443, 2.90229], [-0.18080, -2.44522, 2.51989], [-2.06335, -0.97717, 2.68917], [0.53017, -1.49403, 1.86582], [-1.28931, 0.07444, 2.25284], [-0.00180, -0.17562, 1.81445], [0.68182, 0.76887, 1.02108], [-1.33018, 0.33871, -1.28547], [-0.38753, -0.86206, -1.44193], [2.03917, 1.25916, -2.81165], [1.16162, 2.44576, -2.63791], [0.18771, 0.43219, -1.21585], [1.19686, 1.41500, -1.59073], [1.63090, 1.41260, 0.81000], [2.10010, 1.75227, -0.40520], [-1.91097, -3.10558, 3.38372], [0.15691, -3.48890, 2.71685], [-3.09740, -0.89121, 3.07275], [1.58389, -1.60787, 1.57041], [-1.71001, 1.14426, 2.36529], [-1.89832, 0.69974, -2.11475], [-1.87005, 0.34898, -0.37108], [-0.32790, -1.66326, -0.74598], [-0.21552, -1.39422, -2.45570], [1.81892, 0.59461, -3.58563], [3.02775, 1.58048, -2.74612], [1.44116, 3.42262, -2.36596], [0.21855, 2.58985, -3.21059]], "lowdin_charge": [-0.114, -0.098, -0.106, -0.033, -0.048, -0.217, -0.038, -0.064, -0.123, -0.041, -0.072, -0.140, -0.347, 0.065, -0.035, 0.126, 0.121, 0.121, 0.133, 0.156, 0.086, 0.061, 0.071, 0.133, 0.096, 0.092, 0.094, 0.122], "e_tot_ha": -632.88637}



No. 2
{"formula": "C20H56N5O7V", "method": "the ωB97M-V functional and the def2-TZVPD basis", "species": ["O", "V", "O", "H", "C", "C", "C", "O", "C", "N", "H", "H", "H", "H", "H", "H", "H", "H", "H", "H", "H", "C", "C", "C", "O", "C", "N", "H", "H", "H", "H", "H", "H", "H", "H", "H", "H", "H", "C", "C", "C", "O", "C", "N", "H", "H", "H", "H", "H", "H", "H", "H", "H", "H", "H", "C", "C", "C", "O", "C", "N", "H", "H", "H", "H", "H", "H", "H", "H", "H", "H", "H", "C", "C", "C", "O", "C", "N", "H", "H", "H", "H", "H", "H", "H", "H", "H", "H", "H"], "positions_angstrom": [[-0.51031, -0.03251, -0.21627], [0.56070, 0.60263, -1.17763], [2.24419, 0.41305, -0.18567], [2.81585, 0.71470, 0.52275], [-0.04595, -3.42478, -2.02714], [1.01782, -2.40172, -1.61996], [2.42612, -2.92369, -1.81628], [2.64981, -3.03758, -3.21173], [3.95016, -3.49962, -3.51926], [0.84257, -1.13218, -2.41053], [0.24994, -4.41191, -1.67000], [-0.11218, -3.50012, -3.11432], [-1.01366, -3.19641, -1.58472], [0.88054, -2.19278, -0.55683], [2.54866, -3.88973, -1.32286], [3.15686, -2.20271, -1.41852], [4.22406, -4.35122, -2.89172], [4.68831, -2.69540, -3.45677], [3.94386, -3.86341, -4.55002], [0.25152, -1.31025, -3.21760], [1.76922, -1.00342, -2.83404], [1.58350, 4.05003, 1.51672], [0.79401, 2.77741, 1.27816], [-0.43391, 2.76696, 2.18101], [-1.06721, 1.52301, 2.04602], [-2.05787, 1.28214, 3.02707], [0.34732, 2.65530, -0.16357], [2.22563, 4.31240, 0.67492], [2.16004, 3.99942, 2.43696], [0.88284, 4.88852, 1.63990], [1.39376, 1.90587, 1.51588], [-1.12055, 3.57085, 1.85623], [-0.14140, 2.92725, 3.22733], [-2.83941, 2.05529, 3.01048], [-1.62404, 1.29615, 4.03279], [-2.48989, 0.31601, 2.78938], [1.04026, 3.20913, -0.67396], [-0.46292, 3.27923, -0.23518], [-0.87099, 2.48439, -4.98851], [-0.05044, 1.77191, -3.91612], [1.08360, 2.64924, -3.43009], [1.88718, 1.86458, -2.52357], [3.22185, 2.30304, -2.41161], [-0.88219, 1.36830, -2.71485], [-1.56949, 3.19710, -4.54257], [-1.45139, 1.77188, -5.57447], [-0.23352, 3.02748, -5.68559], [0.42104, 0.88167, -4.34047], [0.70803, 3.53799, -2.90527], [1.71260, 2.94244, -4.26960], [3.29170, 3.39005, -2.29529], [3.81518, 2.01723, -3.28712], [3.65216, 1.81803, -1.53927], [-1.27527, 2.28001, -2.47157], [-1.67761, 0.81035, -3.02053], [2.11836, -2.75415, 4.04089], [1.44289, -1.49182, 3.56496], [2.29965, -0.29555, 3.90181], [2.44333, 0.03055, 5.27007], [1.24156, 0.20697, 5.98302], [1.24785, -1.58528, 2.10371], [1.49134, -3.61572, 3.80617], [2.25666, -2.76750, 5.12421], [3.09238, -2.86483, 3.56096], [0.46615, -1.39572, 4.03991], [1.94684, 0.59794, 3.35356], [3.32057, -0.50200, 3.56221], [1.51031, 0.58811, 6.96744], [0.68139, -0.72109, 6.10746], [0.60780, 0.97467, 5.51322], [2.18215, -1.73609, 1.72149], [1.00469, -0.65162, 1.76536], [-5.49942, -2.98549, 0.82768], [-4.73695, -2.18198, -0.19494], [-4.85265, -0.71015, 0.13468], [-4.03838, -0.01058, -0.76088], [-3.79230, 1.32166, -0.42063], [-3.33962, -2.62356, -0.26507], [-6.56040, -2.72276, 0.76198], [-5.17481, -2.74124, 1.84361], [-5.41386, -4.05688, 0.67216], [-5.19750, -2.37727, -1.16863], [-4.56164, -0.54637, 1.18675], [-5.90436, -0.37851, 0.06566], [-3.61763, 1.47189, 0.65262], [-4.58333, 1.99508, -0.76796], [-2.84013, 1.56919, -0.89296], [-2.78263, -1.89362, -0.69935], [-2.96898, -2.73788, 0.67428]], "mulliken_spin": [-0.172, 1.141, 0.019, 0.006, -0.001, 0.001, 0.000, 0.000, 0.000, -0.006, 0.000, 0.000, 0.001, 0.006, 0.000, 0.001, 0.000, 0.000, 0.000, 0.001, 0.010, -0.003, -0.003, 0.002, 0.001, 0.000, -0.003, 0.000, 0.001, 0.000, 0.000, 0.000, 0.000, 0.000, 0.000, 0.000, 0.007, 0.002, 0.000, 0.004, 0.002, -0.018, 0.001, -0.009, 0.000, 0.000, 0.000, -0.002, -0.002, 0.000, 0.000, 0.000, 0.000, 0.005, 0.002, 0.000, 0.000, 0.000, 0.000, 0.000, 0.000, 0.000, 0.000, 0.000, 0.000, 0.001, 0.000, 0.000, 0.000, 0.000, 0.000, 0.001, 0.000, 0.000, 0.000, 0.000, -0.001, 0.000, 0.000, 0.000, 0.000, 0.000, 0.000, 0.000, 0.000, 0.000, 0.003, 0.000, 0.000], "e_tot_ha": -2539.89521, "s_squared": 0.77, "charge": 1, "spin_multiplicity": 2}



No. 3
{"formula": "C23H24F4INO15", "method": "the ωB97M-V functional and the def2-TZVPD basis", "species": ["N", "C", "C", "C", "C", "C", "O", "C", "C", "C", "C", "I", "C", "O", "C", "O", "H", "H", "H", "H", "H", "H", "H", "H", "H", "H", "H", "H", "C", "C", "O", "C", "O", "O", "F", "H", "H", "H", "C", "C", "O", "C", "O", "O", "F", "H", "H", "H", "C", "C", "O", "C", "O", "O", "F", "H", "H", "H", "C", "C", "O", "C", "O", "O", "F", "H", "H", "H"], "positions_angstrom": [[-5.61294, -2.25042, -1.65405], [-5.02006, -3.12369, -2.35572], [-4.14364, -2.83467, -3.55937], [-2.74233, -2.54103, -3.11221], [-2.06579, -1.41133, -3.32788], [-0.67773, -1.30104, -2.78842], [0.21572, -0.81240, -3.45166], [-0.42724, -1.95680, -1.47550], [0.52396, -1.43549, -0.43082], [1.06016, -0.01639, -0.61066], [0.14720, 1.05129, -0.01924], [-1.32255, 1.86383, -1.34252], [-1.08770, -3.11274, -1.30038], [-0.91449, -3.90580, -0.21850], [-2.03531, -3.59769, -2.33486], [-2.21569, -4.78886, -2.51457], [-5.42691, -1.30817, -2.00650], [-5.14911, -4.16331, -2.05613], [-4.12870, -3.71446, -4.20669], [-4.55993, -1.97892, -4.08838], [-2.47355, -0.58191, -3.89251], [-0.03393, -1.45006, 0.51180], [1.32915, -2.15981, -0.29296], [1.98756, 0.06343, -0.03599], [1.32146, 0.20428, -1.64273], [-0.41390, 0.67747, 0.82653], [0.74068, 1.89590, 0.30697], [-1.35929, -4.75099, -0.38350], [1.18587, -4.76568, -3.66140], [2.28582, -3.73569, -3.50908], [3.45312, -4.53597, -3.50548], [3.18510, -5.68178, -4.19409], [3.99947, -6.45225, -4.56885], [1.85033, -5.79982, -4.39326], [2.19982, -3.05978, -2.34065], [0.87584, -5.14775, -2.68706], [0.31839, -4.40956, -4.20963], [2.34625, -3.01242, -4.32366], [-1.49925, 2.05584, 4.76794], [-1.82212, 1.15891, 3.58951], [-0.53630, 0.89931, 3.05919], [0.37892, 1.02302, 4.06039], [1.50378, 0.65590, 3.99480], [-0.18845, 1.61073, 5.13400], [-2.57687, 1.78845, 2.65946], [-1.45010, 3.09781, 4.44965], [-2.18385, 1.94732, 5.60407], [-2.29895, 0.21145, 3.84639], [-0.45634, 6.76190, 0.58643], [-1.50976, 5.73233, 0.22898], [-1.02760, 4.57361, 0.88455], [-0.28646, 4.97242, 1.95312], [0.03151, 4.27231, 2.85427], [-0.00064, 6.29224, 1.85808], [-1.57773, 5.51593, -1.10337], [0.36337, 6.73453, -0.13253], [-0.84083, 7.77382, 0.67378], [-2.51227, 5.95799, 0.59694], [3.99841, 2.35363, 4.47844], [5.02104, 1.74366, 3.54112], [4.24588, 1.46568, 2.38953], [3.18992, 2.32317, 2.37602], [2.45930, 2.47981, 1.45633], [3.08157, 2.95398, 3.56085], [5.54625, 0.59139, 4.01809], [3.48371, 1.57981, 5.04977], [4.40881, 3.10308, 5.14866], [5.83991, 2.41043, 3.26518]], "lowdin_charge": [0.104, -0.237, -0.117, -0.149, 0.061, -0.388, 0.085, -0.082, -0.121, -0.261, -0.609, 0.879, -0.215, 0.105, -0.284, 0.120, 0.052, 0.108, 0.122, 0.121, 0.127, 0.126, 0.119, 0.113, 0.096, 0.015, 0.012, 0.118, -0.049, -0.305, 0.136, -0.550, 0.186, 0.076, 0.082, 0.144, 0.138, 0.175, -0.044, -0.301, 0.106, -0.522, 0.186, 0.087, 0.077, 0.126, 0.139, 0.174, -0.046, -0.320, 0.079, -0.533, 0.183, 0.078, 0.051, 0.146, 0.139, 0.174, -0.052, -0.309, 0.138, -0.558, 0.166, 0.065, 0.079, 0.131, 0.139, 0.170], "e_tot_ha": -2771.36845, "smiles": "[H]/N=C\\CC1=CC(=O)C(CCCI)=C(O)C1=O.O=C1OC[C@@H](F)O1.O=C1OC[C@@H](F)O1.O=C1OC[C@@H](F)O1.O=C1OC[C@@H](F)O1"}



No. 4
{"formula": "C16H21N4O7S", "method": "the ωB97M-V functional and the def2-TZVPD basis", "species": ["C", "C", "C", "C", "O", "N", "C", "N", "C", "N", "C", "S", "C", "N", "C", "C", "O", "O", "H", "H", "H", "H", "H", "H", "H", "H", "H", "H", "H", "H", "H", "H", "H", "H", "H", "C", "C", "C", "O", "C", "C", "C", "O", "O", "O", "H", "H", "H", "H"], "positions_angstrom": [[0.81420, 1.09810, 1.31829], [0.19222, -0.26728, 0.86737], [-1.30307, -0.15796, 0.42883], [-1.49514, 0.11948, -1.09804], [-0.74800, -0.85401, -1.87159], [-0.60819, -0.47401, -3.16593], [0.54490, -0.14844, -3.64082], [0.84408, 0.22658, -5.00738], [2.05573, -0.62612, -5.22480], [2.69895, -0.56546, -6.52556], [3.56961, 0.27490, -6.61888], [4.91869, 1.08432, -6.56387], [2.87845, -0.44758, -3.90322], [1.76349, -0.14112, -2.97525], [1.97701, 0.80790, -1.87147], [2.78666, 2.07515, -2.27176], [3.94740, 2.10629, -2.22171], [2.07582, 3.18293, -2.65085], [1.90768, 1.04058, 1.11029], [0.68252, 1.30953, 2.38997], [0.42513, 1.89780, 0.65331], [0.21522, -0.94805, 1.74533], [0.78830, -0.77940, 0.08576], [-1.77716, -1.13817, 0.63994], [-1.79452, 0.61001, 1.04853], [-1.18433, 1.16783, -1.31530], [-2.58657, 0.03277, -1.28581], [-1.42024, -0.46281, -3.79160], [1.27668, 1.15694, -4.93237], [1.62955, -1.65104, -5.11935], [3.79231, 0.17438, -3.88489], [3.25566, -1.42048, -3.51088], [2.44767, 0.28676, -1.01522], [0.99456, 1.15879, -1.48625], [1.12856, 2.96443, -2.64989], [-2.70407, -1.44386, 3.97105], [-3.21983, -2.15673, 4.98078], [-3.18130, -1.65575, 6.39260], [-3.67887, -2.32996, 7.27084], [-2.53639, -0.36966, 6.64605], [-2.01948, 0.33802, 5.63646], [-2.08283, -0.15141, 4.22384], [-1.61132, 0.54106, 3.33283], [-1.41985, 1.52017, 5.83836], [-3.79301, -3.34417, 4.78188], [-2.72792, -1.79386, 2.94843], [-2.49872, -0.02566, 7.67026], [-1.13601, 1.82755, 4.95728], [-4.08424, -3.64929, 5.66442]], "lowdin_charge": [-0.094, -0.242, -0.170, -0.151, -0.046, 0.142, -0.218, 0.130, -0.309, 0.101, -0.741, 0.819, -0.045, -0.012, -0.038, -0.499, 0.183, 0.125, 0.071, 0.069, 0.073, 0.110, 0.088, 0.113, 0.108, 0.122, 0.134, 0.212, 0.140, 0.159, 0.115, 0.149, 0.137, 0.101, 0.109, 0.074, -0.227, -0.308, 0.132, 0.086, -0.229, -0.292, 0.071, 0.114, 0.124, 0.125, 0.142, 0.116, 0.128], "e_tot_ha": -1765.79343, "charge": 1}



Please write out number 1 again, unchanged.
{"formula": "C13H13NO", "method": "the ωB97M-V functional and the def2-TZVPD basis", "species": ["C", "C", "C", "C", "C", "C", "C", "C", "C", "C", "C", "C", "C", "N", "O", "H", "H", "H", "H", "H", "H", "H", "H", "H", "H", "H", "H", "H"], "positions_angstrom": [[-1.49241, -2.17443, 2.90229], [-0.18080, -2.44522, 2.51989], [-2.06335, -0.97717, 2.68917], [0.53017, -1.49403, 1.86582], [-1.28931, 0.07444, 2.25284], [-0.00180, -0.17562, 1.81445], [0.68182, 0.76887, 1.02108], [-1.33018, 0.33871, -1.28547], [-0.38753, -0.86206, -1.44193], [2.03917, 1.25916, -2.81165], [1.16162, 2.44576, -2.63791], [0.18771, 0.43219, -1.21585], [1.19686, 1.41500, -1.59073], [1.63090, 1.41260, 0.81000], [2.10010, 1.75227, -0.40520], [-1.91097, -3.10558, 3.38372], [0.15691, -3.48890, 2.71685], [-3.09740, -0.89121, 3.07275], [1.58389, -1.60787, 1.57041], [-1.71001, 1.14426, 2.36529], [-1.89832, 0.69974, -2.11475], [-1.87005, 0.34898, -0.37108], [-0.32790, -1.66326, -0.74598], [-0.21552, -1.39422, -2.45570], [1.81892, 0.59461, -3.58563], [3.02775, 1.58048, -2.74612], [1.44116, 3.42262, -2.36596], [0.21855, 2.58985, -3.21059]], "lowdin_charge": [-0.114, -0.098, -0.106, -0.033, -0.048, -0.217, -0.038, -0.064, -0.123, -0.041, -0.072, -0.140, -0.347, 0.065, -0.035, 0.126, 0.121, 0.121, 0.133, 0.156, 0.086, 0.061, 0.071, 0.133, 0.096, 0.092, 0.094, 0.122], "e_tot_ha": -632.88637}